The following is a quantum chemistry calculation of a molecular structure, C8H18Br12OSi2 at a distorted geometry, from the Open Molecules 2025 dataset.

frontier orbital gap: 9.6 eV
HOMO: -9.910 eV

Each line ends with the Mulliken charge.
Element x y z (Å)
C  0.690  0.927  1.245  -0.685
C  0.007  -0.441  1.150  -0.615
C  -1.382  -0.404  0.458  0.405
C  -1.415  -1.394  -0.723  -1.784
Si  -2.748  -0.906  1.643  0.348
O  -3.104  0.405  2.644  -0.194
Si  -4.185  1.526  2.032  0.475
H  0.757  1.280  2.269  0.315
H  0.176  1.696  0.678  0.360
H  1.709  0.884  0.883  -0.160
H  -0.100  -0.835  2.157  0.365
H  0.647  -1.111  0.587  0.369
H  -1.569  0.609  0.113  0.385
H  -2.342  -1.313  -1.281  0.415
H  -0.562  -1.235  -1.374  0.382
H  -1.377  -2.408  -0.330  0.443
H  -2.276  -1.990  2.531  -0.185
H  -3.956  -1.332  0.905  -0.165
H  -5.395  1.501  2.864  -0.171
H  -4.596  1.207  0.646  -0.123
H  -3.545  2.855  2.065  -0.139
C  5.393  1.561  0.584  -0.379
Br  3.945  2.810  0.368  -0.024
Br  4.779  -0.257  0.434  -0.012
Br  6.815  1.925  -0.662  -0.037
H  5.790  1.689  1.579  0.424
C  4.580  1.819  -3.882  0.161
Br  3.854  3.468  -4.556  -0.014
Br  3.206  0.514  -3.553  0.011
Br  5.954  1.118  -5.041  -0.023
H  5.045  2.037  -2.931  -0.128
C  4.865  -2.917  -4.823  0.353
Br  6.673  -3.408  -4.381  -0.004
Br  4.441  -3.336  -6.653  -0.012
Br  3.599  -3.705  -3.604  -0.015
H  4.788  -1.844  -4.713  -0.327
C  -7.949  -0.242  4.176  -0.345
Br  -7.216  0.852  5.582  0.004
Br  -8.252  0.778  2.573  -0.008
Br  -6.841  -1.778  3.827  0.003
H  -8.907  -0.603  4.515  0.331

Atomic forces in eV per Å
0.2 0.0 0.2
-0.4 0.6 0.0
0.0 -0.7 0.1
-0.2 0.3 0.5
0.4 0.7 0.6
-0.6 -0.3 -1.1
0.3 -0.1 0.7
-0.1 0.1 0.2
-0.1 0.1 -0.2
0.2 0.0 -0.1
0.2 -0.3 0.1
0.1 -0.3 0.0
-0.1 0.1 -0.2
-0.1 0.1 -0.2
0.1 -0.1 -0.2
0.2 -0.3 -0.1
0.0 -0.1 -0.1
-0.1 0.0 0.0
0.0 0.1 0.1
0.1 0.0 -0.1
0.0 0.0 0.0
-0.1 -0.1 -0.1
0.1 0.0 0.0
0.0 0.0 0.0
0.0 0.0 0.0
0.0 0.0 0.0
0.0 0.0 0.0
0.0 -0.1 0.0
0.0 0.0 0.0
-0.1 0.0 0.1
0.0 0.0 0.0
0.0 0.0 0.0
-0.1 0.0 0.0
0.0 0.0 0.1
0.0 0.0 0.0
0.0 0.0 0.0
0.1 0.0 0.0
0.0 0.0 0.0
-0.2 0.0 0.0
0.0 0.1 0.0
0.0 0.0 0.0

***

The following is a quantum chemistry calculation of a single C2H5N3O2 molecule at a distorted geometry, from the Open Molecules 2025 dataset.

frontier orbital gap: 10.8 eV
energy relative to the best compared isomer or geometry (same formula, charge and spin): 443.7 kJ/mol
structure (SMILES): [H]/N=C(\N)ONC=O
HOMO: -10.224 eV

Each line ends with the Mulliken charge.
Element x y z (Å)
H  -1.649  2.026  -0.272  0.226
N  -0.952  1.509  0.156  -0.662
C  -1.167  0.251  -0.035  0.582
N  -2.251  -0.561  -0.380  -0.369
O  -0.422  -0.775  0.471  -0.340
N  0.972  -0.367  0.735  -0.253
C  1.544  -0.237  -0.440  0.255
O  2.691  0.209  -0.355  -0.530
H  -3.149  -0.293  -0.696  0.173
H  -1.807  -1.577  -0.469  0.288
H  0.838  0.609  1.218  0.367
H  0.970  -0.389  -1.438  0.262

Atomic forces in eV per Å
-1.7 1.5 -0.9
1.8 -3.4 0.1
-2.7 -0.5 1.5
2.3 -1.8 -0.7
3.4 1.0 1.1
-5.0 1.0 3.1
4.4 2.3 -2.8
-1.3 -0.8 -1.6
-0.5 0.3 -0.4
-2.4 2.9 -0.1
0.7 -2.2 -0.9
0.8 -0.3 1.6

***

The following is a quantum chemistry calculation of a single C4H4O3 molecule, from the Open Molecules 2025 dataset.

frontier orbital gap: 9.0 eV
energy relative to the best compared isomer or geometry (same formula, charge and spin): 127.5 kJ/mol
structure (SMILES): CC(=O)C(=O)C=O
HOMO: -9.792 eV

Each line ends with the Mulliken charge.
Element x y z (Å)
C  0.082  -1.797  -0.202  -1.044
C  0.552  -0.392  0.049  0.713
O  1.709  -0.049  0.141  -0.514
C  -0.532  0.688  0.214  0.537
O  -1.706  0.416  0.292  -0.495
C  -0.073  2.153  0.160  -0.033
O  0.141  2.633  -0.924  -0.396
H  -0.600  -2.124  0.591  0.307
H  0.950  -2.459  -0.258  0.319
H  -0.480  -1.837  -1.143  0.297
H  -0.043  2.769  1.081  0.309

Atomic forces in eV per Å
0.1 0.0 0.0
0.4 0.0 0.0
-0.5 -0.1 0.0
-0.5 -0.1 -0.1
0.6 0.2 0.1
0.0 0.3 -0.5
0.0 -0.3 0.5
0.1 0.1 -0.1
-0.2 0.1 0.0
0.1 0.0 0.2
0.0 -0.3 0.0